# 1
# C2H2N2PS

A molecular structure, C2H2N2PS (the ωB97M-V functional and the def2-TZVPD basis, OMol25).

Values from the calculation:
- charge = -1
- DFT total energy (a.u.) = -926.4714
- <S²> = 2.013
- multiplicity = 3
- orbital gap (spin up / spin down) (eV) = 5.30 / 7.15
- HOMO level (spin up / spin down) (eV) = -1.357 / -4.631

Geometry as XYZ:
```
8
Properties=species:S:1:pos:R:3:forces:R:3
C 0.850322 0.701244 -0.030154 0.28 0.19 0.36
C 0.879911 -0.703440 -0.042122 0.30 -0.36 0.20
N -0.353770 1.232708 0.103053 -0.39 1.69 0.14
N -0.279002 -1.313628 0.072889 -1.23 -0.35 0.47
P -1.410821 0.001505 0.427701 0.86 -1.12 -0.21
S -3.198319 0.036151 -0.392177 -0.09 -0.05 -0.26
H 1.724095 1.340975 -0.054727 0.13 -0.01 -0.32
H 1.787586 -1.295516 -0.084464 0.14 0.02 -0.37
```
Forces are in eV/Å.


# 2
# C2H2N2S

A molecular structure, C2H2N2S (the ωB97M-V functional and the def2-TZVPD basis, OMol25).

Values from the calculation:
- charge = 0
- DFT total energy (a.u.) = -584.9691
- energy relative to the best compared isomer or geometry (same formula, charge and spin) (kcal per mole) = 82.7
- orbital gap (eV) = 7.85
- HOMO level (eV) = -9.611

Geometry as XYZ:
```
7
Properties=species:S:1:pos:R:3:forces:R:3
C 0.206941 0.214022 0.474295 -4.03 2.56 4.66
C 1.265569 0.051650 -0.281467 9.39 -2.47 -7.51
H -1.947365 -0.288879 0.164390 3.79 3.22 -0.55
H -1.005543 -0.923461 -0.885846 1.55 4.43 1.00
N -0.899683 0.228420 -0.326094 -7.05 -8.11 -1.23
N 2.099210 -0.168762 -1.123252 -3.67 1.12 4.13
S 0.280871 0.887009 1.977974 0.02 -0.75 -0.50
```
Forces are in eV/Å.


# 3
# C2H2N2S3

C2H2N2S3 in the gas phase (the ωB97M-V functional and the def2-TZVPD basis, OMol25).

Values from the calculation:
- charge = 0
- DFT total energy (a.u.) = -1381.3676
- energy relative to the best compared isomer or geometry (same formula, charge and spin) (kcal per mole) = 72.8
- orbital gap (eV) = 7.19
- HOMO level (eV) = -8.394
- SMILES = S=C1N=NCSS1

Geometry as XYZ:
```
9
Properties=species:S:1:pos:R:3:forces:R:3
S 2.470850 0.184371 3.642022 0.95 -0.53 1.51
C 1.562900 0.344378 2.395909 -1.79 0.16 -4.34
N 1.069262 -0.772644 1.464279 1.02 -0.44 4.43
N 0.637965 -0.803281 0.358860 -1.36 -1.85 -1.27
C 0.802145 0.121061 -0.646355 2.47 3.34 -2.60
S 1.820085 1.586209 -0.046389 -0.45 -0.19 0.14
S 0.755172 1.812157 1.732233 0.44 0.32 0.08
H 1.436255 -0.310095 -1.520422 -1.25 0.43 1.56
H -0.077735 0.650428 -1.067947 -0.04 -1.26 0.49
```
Forces are in eV/Å.


Question: Which value of DFT total energy does entry 1 give?
Answer: -926.4714 a.u.